# C42H40BF9N10OPd

A molecular structure, C42H40BF9N10OPd at a distorted geometry (ωB97M-V/def2-TZVPD, OMol25).

CARTESIAN COORDINATES (ANGSTROEM)
1 Pd -0.010 -0.663 -0.090
2 C 3.459 -3.757 -1.699
3 C 2.392 -2.792 -2.018
4 C 2.292 -1.930 -3.112
5 C 1.124 -1.195 -2.930
6 N 0.537 -1.631 -1.807
7 N 1.318 -2.575 -1.240
8 B 0.767 -3.375 -0.030
9 N 1.304 -2.727 1.261
10 N 0.768 -1.560 1.685
11 C 1.342 -1.216 2.846
12 C 2.243 -2.223 3.193
13 C 2.194 -3.167 2.169
14 C 2.939 -4.437 2.086
15 C 0.958 -0.032 3.685
16 C -0.269 0.646 3.083
17 C 2.142 0.941 3.764
18 C 0.612 -0.526 5.096
19 N -0.760 -3.218 -0.032
20 N -1.394 -2.024 0.016
21 C -2.722 -2.243 0.004
22 C -2.928 -3.619 -0.052
23 C -1.673 -4.211 -0.077
24 C -1.381 -5.656 -0.142
25 C -3.795 -1.192 0.033
26 C -4.690 -1.342 -1.206
27 C -3.161 0.194 0.033
28 C -4.644 -1.362 1.300
29 C 0.529 -0.148 -3.821
30 C 0.469 -0.686 -5.257
31 C 1.442 1.084 -3.769
32 C -0.873 0.207 -3.321
33 H 4.098 -3.898 -2.563
34 H 3.036 -4.714 -1.401
35 H 4.074 -3.389 -0.878
36 H 2.973 -1.859 -3.934
37 H 1.062 -4.511 -0.086
38 H 2.841 -2.276 4.081
39 H 3.789 -4.397 2.763
40 H 3.286 -4.640 1.077
41 H 2.303 -5.267 2.396
42 H -0.067 0.951 2.053
43 H -0.538 1.528 3.654
44 H -1.118 -0.035 3.108
45 H 2.320 1.415 2.798
46 H 3.049 0.422 4.064
47 H 1.939 1.720 4.494
48 H -0.202 -1.245 5.060
49 H 0.299 0.314 5.708
50 H 1.468 -0.994 5.570
51 H -3.866 -4.134 -0.074
52 H -2.319 -6.197 -0.218
53 H -0.856 -5.996 0.749
54 H -0.760 -5.900 -1.003
55 H -4.111 -1.241 -2.121
56 H -5.457 -0.573 -1.201
57 H -5.188 -2.306 -1.217
58 H -2.616 0.349 -0.903
59 H -2.500 0.300 0.898
60 H -3.936 0.953 0.111
61 H -5.099 -2.347 1.335
62 H -5.438 -0.621 1.301
63 H -4.040 -1.216 2.192
64 H 1.463 -0.921 -5.625
65 H 0.031 0.055 -5.918
66 H -0.141 -1.582 -5.309
67 H 2.456 0.822 -4.058
68 H 1.474 1.505 -2.767
69 H 1.078 1.844 -4.453
70 H -1.540 -0.650 -3.414
71 H -1.290 1.030 -3.894
72 H -0.818 0.523 -2.268
73 F 5.432 2.501 2.510
74 C 5.195 3.177 1.391
75 C 5.651 4.479 1.266
76 F 6.328 5.003 2.275
77 C 5.396 5.254 0.106
78 C 4.676 4.611 -0.933
79 C 4.186 3.327 -0.779
80 F 3.467 2.767 -1.756
81 C 4.424 2.574 0.382
82 C 3.884 1.242 0.537
83 C 2.672 0.825 0.062
84 N 1.629 0.380 -0.214
85 C 4.550 0.217 1.233
86 N 5.033 -0.679 1.763
87 F 4.429 5.259 -2.064
88 C 5.832 6.607 -0.002
89 C 5.564 7.431 -1.103
90 N 5.365 8.136 -1.988
91 C 6.553 7.247 1.015
92 N 7.120 7.790 1.854
93 F -3.092 6.540 -0.503
94 C -2.530 5.359 -0.400
95 C -2.803 4.541 0.714
96 F -3.631 4.971 1.652
97 C -2.197 3.307 0.831
98 F -2.444 2.544 1.897
99 C -1.259 2.798 -0.146
100 O -0.675 1.690 -0.041
101 C -1.024 3.687 -1.259
102 F -0.154 3.272 -2.178
103 C -1.626 4.920 -1.385
104 F -1.355 5.703 -2.414

Results
⟨S²⟩: 6.086
HOMO (alpha / beta) in Eh: -0.48779 / -0.53269
Frontier orbital gap (alpha / beta) in Eh: 0.2145 / 0.1942
2S+1: 5
Total charge: +2
Relative energy (zero: lowest compared OMol25 entry of this formula, charge and spin) in kcal/mol: 36.2

Results of the Löwdin charge analysis, in e, for atoms 1 through 4:
1. Pd 1.243
2. C 0.016
3. C -0.216
4. C 0.084



# C42H40CaGeN4S3

A molecular structure, C42H40CaGeN4S3 (ωB97M-V/def2-TZVPD, OMol25).

CARTESIAN COORDINATES (ANGSTROEM)
1 Ca -0.988 0.068 -1.028
2 C -0.137 4.571 -3.598
3 C 0.437 4.716 -2.335
4 C -0.026 4.029 -1.232
5 C -1.117 3.118 -1.335
6 C -1.691 2.994 -2.633
7 C -1.208 3.694 -3.723
8 N -1.567 2.286 -0.371
9 C -1.210 2.476 0.979
10 C -1.229 3.717 1.608
11 C -0.815 3.878 2.930
12 C -0.391 2.767 3.646
13 C -0.423 1.507 3.064
14 C -0.860 1.310 1.743
15 N -1.021 0.097 1.134
16 N 0.111 -0.817 1.301
17 C 0.019 -2.015 0.424
18 C 0.447 -3.256 1.122
19 C -0.003 -4.467 0.751
20 C -0.988 -4.598 -0.280
21 C -1.536 -3.414 -0.731
22 N -1.181 -2.183 -0.394
23 H 0.243 5.119 -4.451
24 H 1.290 5.377 -2.210
25 H 0.470 4.148 -0.278
26 H -2.561 2.350 -2.733
27 H -1.690 3.555 -4.687
28 H -1.536 4.582 1.029
29 H -0.816 4.863 3.385
30 H -0.051 2.876 4.671
31 H -0.115 0.626 3.617
32 H 1.156 -3.131 1.932
33 H 0.360 -5.350 1.275
34 H -1.388 -5.553 -0.594
35 H -2.385 -3.458 -1.420
36 C -7.467 0.346 0.385
37 C -6.813 1.726 0.386
38 S -5.117 1.858 -0.213
39 C -4.266 0.640 0.798
40 C -4.306 -0.847 0.391
41 S -4.366 -1.117 -1.401
42 C -5.624 -2.389 -1.527
43 C -7.031 -2.075 -0.994
44 S -7.683 -0.408 -1.254
45 H -8.447 0.433 0.861
46 H -6.881 -0.336 0.999
47 H -6.873 2.107 1.412
48 H -7.398 2.412 -0.231
49 H -4.593 0.740 1.838
50 H -3.216 0.929 0.800
51 H -5.158 -1.373 0.822
52 H -3.387 -1.304 0.771
53 H -5.286 -3.308 -1.037
54 H -5.680 -2.619 -2.593
55 H -7.090 -2.301 0.071
56 H -7.731 -2.759 -1.479
57 C 0.962 -0.928 -0.013
58 Ge 2.849 -0.935 0.098
59 C 3.522 0.738 0.878
60 C 2.717 1.412 1.794
61 C 3.121 2.619 2.349
62 C 4.352 3.163 2.004
63 C 5.168 2.500 1.095
64 C 4.749 1.301 0.533
65 C 3.868 -2.377 1.022
66 C 4.783 -2.097 2.034
67 C 5.513 -3.104 2.656
68 C 5.342 -4.424 2.269
69 C 4.432 -4.726 1.262
70 C 3.705 -3.715 0.654
71 C 3.640 -0.943 -1.720
72 C 3.151 -0.035 -2.662
73 C 3.683 0.045 -3.940
74 C 4.728 -0.792 -4.310
75 C 5.232 -1.699 -3.390
76 C 4.694 -1.767 -2.110
77 H 1.749 1.002 2.052
78 H 2.455 3.137 3.030
79 H 4.668 4.108 2.430
80 H 6.125 2.926 0.812
81 H 5.383 0.805 -0.196
82 H 4.931 -1.069 2.348
83 H 6.214 -2.854 3.446
84 H 5.906 -5.214 2.751
85 H 4.276 -5.756 0.959
86 H 2.976 -3.977 -0.105
87 H 2.337 0.628 -2.383
88 H 3.283 0.763 -4.647
89 H 5.145 -0.736 -5.309
90 H 6.048 -2.357 -3.668
91 H 5.107 -2.479 -1.403

Results
HOMO in Eh: -0.01161
Frontier orbital gap in Eh: 0.1459
Total charge: -2
Relative energy (zero: lowest compared OMol25 entry of this formula, charge and spin) in kcal/mol: 4.8

Results of the Löwdin charge analysis, in e, for atoms 1 through 4:
1. Ca 1.294
2. C -0.164
3. C -0.134
4. C -0.047



# C42H40CdN2O6P2

A molecular structure, C42H40CdN2O6P2 at a distorted geometry (ωB97M-V/def2-TZVPD, OMol25).

CARTESIAN COORDINATES (ANGSTROEM)
1 Cd -1.533 -0.454 -0.049
2 C 0.503 5.062 0.210
3 C 1.330 4.163 -0.326
4 C 2.617 3.698 0.291
5 C 2.408 2.508 1.231
6 C 1.461 2.761 2.390
7 C 1.436 3.892 3.111
8 C 1.575 5.306 2.628
9 C 0.652 5.826 1.460
10 C -2.134 0.139 1.934
11 H -0.349 5.350 -0.397
12 H 1.115 3.638 -1.276
13 H 3.099 4.493 0.860
14 H 3.333 3.448 -0.521
15 H 2.051 1.644 0.648
16 H 3.394 2.203 1.638
17 H 0.937 1.874 2.780
18 H 1.161 3.880 4.190
19 H 2.605 5.547 2.354
20 H 1.348 5.950 3.504
21 H -0.338 5.997 1.904
22 H 1.061 6.816 1.171
23 H -3.122 0.615 2.038
24 H -1.379 0.877 2.257
25 H -2.138 -0.678 2.687
26 P 0.106 -3.164 -2.864
27 P 0.166 -4.707 -0.001
28 C 1.679 -3.591 -2.045
29 C 1.686 -4.346 -0.914
30 C 0.438 -3.995 -4.509
31 C 1.734 -4.185 -5.019
32 C 1.946 -5.102 -6.059
33 C 0.858 -5.690 -6.717
34 C -0.442 -5.346 -6.330
35 C -0.660 -4.528 -5.219
36 C 0.401 -1.387 -3.227
37 C 0.404 -0.492 -2.144
38 C 0.645 0.865 -2.343
39 C 0.854 1.343 -3.645
40 C 0.803 0.466 -4.735
41 C 0.549 -0.893 -4.526
42 C 0.578 -6.510 0.309
43 C 0.760 -7.353 -0.807
44 C 1.150 -8.686 -0.634
45 C 1.339 -9.202 0.657
46 C 1.114 -8.384 1.769
47 C 0.712 -7.052 1.598
48 C 0.583 -3.976 1.633
49 C -0.454 -3.818 2.571
50 C -0.206 -3.252 3.821
51 C 1.090 -2.817 4.132
52 C 2.127 -2.953 3.207
53 C 1.868 -3.513 1.950
54 H 2.619 -3.241 -2.494
55 H 2.624 -4.759 -0.515
56 H 2.575 -3.629 -4.586
57 H 2.965 -5.350 -6.351
58 H 1.022 -6.399 -7.525
59 H -1.295 -5.725 -6.887
60 H -1.672 -4.286 -4.885
61 H 0.263 -0.908 -1.131
62 H 0.627 1.569 -1.501
63 H 1.050 2.406 -3.806
64 H 0.961 0.842 -5.751
65 H 0.490 -1.566 -5.377
66 H 0.618 -6.949 -1.812
67 H 1.312 -9.317 -1.509
68 H 1.653 -10.239 0.790
69 H 1.255 -8.777 2.780
70 H 0.527 -6.424 2.471
71 H -1.454 -4.161 2.325
72 H -1.010 -3.165 4.555
73 H 1.292 -2.373 5.111
74 H 3.149 -2.634 3.460
75 H 2.681 -3.600 1.235
76 O -4.089 3.032 1.281
77 C -3.123 3.727 0.898
78 O -2.013 3.473 0.385
79 C -3.292 5.228 1.323
80 C -3.105 5.439 2.680
81 C -3.454 6.678 3.240
82 C -3.916 7.716 2.422
83 C -4.051 7.519 1.045
84 C -3.602 6.291 0.469
85 N -4.631 8.609 0.306
86 O -4.696 9.709 0.914
87 O -5.021 8.450 -0.861
88 N -3.308 6.932 4.655
89 O -3.013 5.983 5.411
90 O -3.500 8.104 5.050
91 H -2.691 4.638 3.287
92 H -4.210 8.659 2.890
93 H -3.453 6.212 -0.617

Results
HOMO in Eh: -0.29418
Frontier orbital gap in Eh: 0.2020

Results of the Löwdin charge analysis, in e, for atoms 1 through 4:
1. Cd 1.363
2. C -0.126
3. C -0.117
4. C -0.211